Entry from OMol25: a cluster of 7 separate species, C45H42F9N4O3 in total at a distorted geometry (ωB97M-V/def2-TZVPD).

```
103
Properties=species:S:1:pos:R:3
C 4.3185 -3.6104 -4.1082
C 3.6102 -3.6180 -2.8077
O 3.3174 -4.5980 -2.2108
O 3.2697 -2.3524 -2.2971
C 1.9742 -1.9867 -2.4149
O 1.6735 -0.8409 -2.3441
C 0.8962 -3.0520 -2.5660
N -0.2880 -2.4682 -3.1566
C -0.2999 -2.0798 -4.4283
N 0.7809 -2.1809 -5.2200
C 0.3969 -1.6676 -6.3753
N -0.8665 -1.2609 -6.3367
N -1.3460 -1.5309 -5.0904
C -2.7141 -1.2585 -4.6727
C -3.4112 -2.5021 -4.1316
C -4.7186 -2.1583 -3.4608
F -5.5242 -1.4301 -4.2451
F -4.5029 -1.4926 -2.3064
F -5.3594 -3.2993 -3.1369
H 5.1867 -4.2618 -4.0376
H 4.6618 -2.6157 -4.3729
H 3.6554 -3.9948 -4.8796
H 0.6459 -3.4247 -1.5770
H 1.1984 -3.9172 -3.1455
H -1.0876 -2.3426 -2.5641
H 1.0110 -1.5800 -7.2546
H -1.3675 -0.8291 -7.1124
H -3.2388 -0.9844 -5.5833
H -2.7607 -0.3901 -4.0189
H -3.6212 -3.1696 -4.9640
H -2.8304 -3.0759 -3.4174
F -2.8997 -0.0534 -7.6782
C -3.4663 1.1089 -8.1763
C -3.3077 1.3937 -9.5117
C -3.8811 2.5566 -10.0048
C -4.5851 3.4014 -9.1576
C -4.7232 3.0849 -7.8135
C -4.1611 1.9205 -7.3107
H -2.7504 0.7225 -10.1518
H -3.7772 2.8011 -11.0524
H -5.0274 4.3076 -9.5464
H -5.2688 3.7437 -7.1529
H -4.2637 1.6503 -6.2676
F 3.8954 -0.5560 4.4050
C 4.2725 -1.1295 3.2444
C 3.3565 -1.2038 2.2150
C 3.7474 -1.7886 1.0197
C 5.0315 -2.2945 0.8742
C 5.9331 -2.2108 1.9262
C 5.5569 -1.6196 3.1236
H 2.3591 -0.8076 2.3539
H 3.0480 -1.8494 0.1991
H 5.3312 -2.7537 -0.0584
H 6.9334 -2.6075 1.8152
H 6.2447 -1.5370 3.9541
F -0.7014 3.7092 6.7935
C -0.0624 2.5602 6.4767
C -0.6391 1.3619 6.8392
C 0.0127 0.1833 6.5091
C 1.2266 0.2197 5.8345
C 1.7892 1.4409 5.4838
C 1.1390 2.6254 5.8017
H -1.5799 1.3562 7.3708
H -0.4299 -0.7654 6.7815
H 1.7330 -0.7011 5.5829
H 2.7348 1.4721 4.9629
H 1.5541 3.5877 5.5328
F -2.9755 0.1295 8.8821
C -4.1845 0.2639 8.2949
C -4.7983 -0.8524 7.7652
C -6.0405 -0.7063 7.1653
C -6.6414 0.5432 7.0960
C -6.0008 1.6516 7.6322
C -4.7626 1.5157 8.2427
H -4.3087 -1.8152 7.8254
H -6.5403 -1.5717 6.7517
H -7.6087 0.6525 6.6248
H -6.4650 2.6267 7.5763
H -4.2489 2.3648 8.6737
F 7.0891 -4.0360 -3.5233
C 7.8148 -3.2733 -2.6619
C 7.2235 -2.1673 -2.0866
C 7.9675 -1.4006 -1.2008
C 9.2810 -1.7438 -0.9149
C 9.8531 -2.8596 -1.5115
C 9.1157 -3.6384 -2.3909
H 6.1997 -1.9082 -2.3250
H 7.5177 -0.5347 -0.7344
H 9.8587 -1.1418 -0.2271
H 10.8776 -3.1264 -1.2920
H 9.5386 -4.5164 -2.8599
F -5.5874 8.2633 4.4955
C -4.6573 7.3037 4.6743
C -4.5168 6.3234 3.7131
C -3.5556 5.3402 3.9001
C -2.7602 5.3443 5.0380
C -2.9238 6.3390 5.9917
C -3.8760 7.3322 5.8117
H -5.1520 6.3356 2.8375
H -3.4282 4.5673 3.1538
H -2.0166 4.5769 5.1820
H -2.3073 6.3413 6.8806
H -4.0149 8.1207 6.5391
```

Properties
Kohn-Sham gap (eV): 7.338
HOMO (eV): -10.2
Charge: +1
Largest force on an atom (eV/A): 1.2
Total energy (Ha): -3083.29397

Here are the Mulliken charges for atoms 1 to 99, given in e:
1. C -1.40
2. C 1.05
3. O -0.51
4. O -0.19
5. C 0.52
6. O -0.59
7. C -0.86
8. N -0.07
9. C 0.46
10. N -0.48
11. C -0.22
12. N -0.22
13. N 0.44
14. C -0.51
15. C -0.60
16. C 0.80
17. F -0.25
18. F -0.26
19. F -0.26
20. H 0.43
21. H 0.35
22. H 0.35
23. H 0.37
24. H 0.50
25. H 0.29
26. H 0.49
27. H 0.27
28. H 0.25
29. H 0.33
30. H 0.36
31. H 0.31
32. F -0.35
33. C 0.78
34. C -0.67
35. C -0.40
36. C -0.61
37. C -0.45
38. C -0.31
39. H 0.39
40. H 0.38
41. H 0.39
42. H 0.37
43. H 0.41
44. F -0.26
45. C 0.42
46. C -0.25
47. C -0.10
48. C -0.83
49. C -0.50
50. C -0.65
51. H 0.49
52. H 0.19
53. H 0.57
54. H 0.44
55. H 0.44
56. F -0.30
57. C 0.38
58. C -0.29
59. C -0.34
60. C -0.58
61. C -0.31
62. C -0.55
63. H 0.39
64. H 0.40
65. H 0.39
66. H 0.36
67. H 0.43
68. F -0.35
69. C 0.40
70. C -0.56
71. C -0.30
72. C -0.52
73. C -0.38
74. C -0.28
75. H 0.42
76. H 0.36
77. H 0.38
78. H 0.37
79. H 0.45
80. F -0.30
81. C 0.64
82. C -0.32
83. C -0.39
84. C -0.73
85. C -0.39
86. C -0.63
87. H 0.46
88. H 0.44
89. H 0.41
90. H 0.38
91. H 0.43
92. F -0.32
93. C 0.27
94. C -0.38
95. C -0.47
96. C -0.28
97. C -0.44
98. C -0.42
99. H 0.42

---

Entry from OMol25: a cluster of 8 separate species, C45H42N8O15 in total at a distorted geometry (ωB97M-V/def2-TZVPD).

```
110
Properties=species:S:1:pos:R:3
C -0.2788 5.8476 1.7978
C -0.9158 4.5106 1.5888
C -0.0798 3.4716 0.7828
C 1.1082 3.9446 -0.0532
C 1.5852 5.2636 0.1028
C 0.9452 6.2206 1.0978
N 1.7672 3.0096 -0.9592
O 2.9582 3.3466 -1.4342
O 1.3122 1.8766 -1.2172
H -0.7098 6.7576 2.3068
H -1.8168 4.1686 2.1518
H -0.3218 2.3626 0.8088
H 2.5932 5.5116 -0.2182
H 1.2612 7.2456 1.1668
C 5.3532 -0.1154 0.5958
C 6.5382 -1.0184 0.8748
C 6.2312 -2.2974 1.5518
C 4.8562 -2.9494 1.1418
C 3.6602 -2.0064 0.7498
C 3.9972 -0.5344 0.6078
N 4.6772 -4.4604 1.4088
O 5.6872 -5.0584 1.8888
O 3.5622 -4.9904 1.1728
H 5.6492 0.9836 0.5588
H 7.4822 -0.6084 1.0028
H 6.9722 -3.0844 2.0308
H 2.7752 -2.4944 0.6408
H 3.2052 0.1286 0.3878
C 3.2002 1.2956 -4.8812
C 1.8242 1.3826 -4.1642
C 1.0362 0.1146 -4.0122
C 1.6432 -1.2074 -4.6122
C 3.0072 -1.2334 -5.2912
C 3.7402 0.2056 -5.5012
N 0.9362 -2.5344 -4.4642
O 1.5722 -3.5254 -4.8692
O -0.1508 -2.5614 -3.9812
H 3.6772 2.2316 -5.1142
H 1.4722 2.4156 -3.8062
H 0.1482 -0.0454 -3.5152
H 3.3382 -2.1944 -5.9802
H 4.6372 0.2456 -6.1242
C -5.2468 3.7726 0.4308
C -4.2018 4.8026 -0.0422
C -3.1408 4.4556 -1.0692
C -3.1698 3.0566 -1.6752
C -4.3278 2.0976 -1.4052
C -5.4018 2.5946 -0.3472
N -2.0578 2.8326 -2.7532
O -2.2948 1.8756 -3.6102
O -1.1668 3.5516 -2.8552
H -5.9318 3.9116 1.0588
H -4.1428 5.6556 0.4268
H -2.3788 5.0596 -1.1332
H -4.3988 1.0526 -1.8552
H -6.1328 1.6456 -0.1452
C 1.7072 3.7196 4.4478
C 0.7682 2.4526 4.1548
C 0.8662 1.3576 5.1158
C 1.7502 1.3586 6.3138
C 2.5522 2.6986 6.6178
C 2.5482 3.8576 5.5538
N 1.9472 0.2966 7.2288
O 1.2952 -0.8714 7.1598
O 2.7082 0.3776 8.1308
H 1.8392 4.5806 3.7368
H 0.3272 2.4246 3.1818
H -0.0188 0.7506 4.9588
H 2.9122 2.5696 7.5798
H 3.2362 4.6696 5.5918
C 1.1832 -5.1254 -1.6042
C 0.6632 -3.7494 -1.0422
C 0.1422 -3.7574 0.4108
C -0.2288 -5.0634 0.9318
C 0.4332 -6.2844 0.4898
C 1.1812 -6.1774 -0.7792
N -1.0278 -5.1104 2.2228
O -1.8268 -4.1934 2.2628
O -0.7978 -6.0084 3.0568
H 1.9542 -5.1024 -2.5212
H 0.6942 -2.7904 -1.5612
H -0.2248 -2.9064 0.7668
H 0.3042 -7.2884 0.9048
H 1.5612 -6.9074 -1.3232
C -3.4798 -3.6174 -1.7932
C -3.9458 -2.9694 -0.5412
C -5.1508 -2.0164 -0.6592
C -5.6528 -1.6084 -2.1032
C -5.2048 -2.5094 -3.2722
C -4.0748 -3.5184 -2.9962
N -6.6018 -0.5334 -2.2682
O -6.8338 -0.1324 -3.5342
O -7.0998 -0.0384 -1.3012
H -2.7998 -4.2384 -1.7312
H -3.2938 -2.9974 0.5348
H -5.5728 -1.4794 0.0598
H -5.9188 -2.3454 -4.1182
H -3.7458 -4.1244 -3.8522
C 0.2132 -0.2434 0.5348
O 0.7192 -0.0944 1.7988
N -1.0568 -0.1764 0.2328
C -1.6408 -0.2404 -0.9982
C -1.9508 -0.3774 1.4278
H 0.8152 -0.2324 -0.3912
H -1.2418 0.5616 -1.5762
H -2.6688 0.0746 -1.0362
H -1.7258 -1.2664 -1.1622
H -2.9538 -0.0374 1.3368
H -1.7358 -0.0814 2.4228
H -1.9918 -1.5244 1.7528
```

Properties
Energy relative to the best compared isomer or geometry (same formula, charge and spin) (kJ/mol): 2495.05
Kohn-Sham gap (eV): 7.301
HOMO (eV): -9.2
Largest force on an atom (eV/A): 11.8
Total energy (Ha): -3305.01086
SMILES: O=[N+]([O-])c1ccccc1.O=[N+]([O-])c1ccccc1.O=[N+]([O-])c1ccccc1.O=[N+]([O-])c1ccccc1.O=[N+]([O-])c1ccccc1.O=[N+]([O-])c1ccccc1.O=[N+]([O-])c1ccccc1.CN(C)C=O

Here are the Mulliken charges for atoms 1 to 99, given in e:
1. C -0.59
2. C -0.69
3. C 0.50
4. C 0.22
5. C -0.66
6. C -0.61
7. N 0.79
8. O -0.58
9. O -0.22
10. H 0.35
11. H 0.48
12. H 0.15
13. H 0.44
14. H 0.45
15. C -0.22
16. C -0.67
17. C -0.46
18. C -0.06
19. C 0.12
20. C -0.61
21. N 0.90
22. O -0.57
23. O -0.54
24. H 0.28
25. H 0.41
26. H 0.31
27. H 0.45
28. H 0.59
29. C -0.63
30. C -0.31
31. C -0.05
32. C -0.10
33. C -0.47
34. C -0.44
35. N 1.01
36. O -0.61
37. O -0.52
38. H 0.39
39. H 0.30
40. H 0.79
41. H 0.27
42. H 0.40
43. C -0.87
44. C -0.80
45. C -0.82
46. C 0.30
47. C -0.24
48. C -0.26
49. N 1.10
50. O -0.57
51. O -0.60
52. H 0.76
53. H 0.60
54. H 0.75
55. H 0.51
56. H 0.11
57. C 0.01
58. C 0.27
59. C -0.06
60. C -0.19
61. C -0.52
62. C -0.74
63. N 0.85
64. O -0.57
65. O -0.55
66. H 0.12
67. H 0.01
68. H 0.37
69. H 0.55
70. H 0.41
71. C -0.49
72. C 0.44
73. C 0.04
74. C -0.11
75. C -0.90
76. C -0.63
77. N 0.97
78. O -0.57
79. O -0.59
80. H 0.21
81. H 0.27
82. H 0.23
83. H 0.43
84. H 0.62
85. C -0.64
86. C 0.09
87. C -0.66
88. C 0.08
89. C -0.48
90. C -0.73
91. N 0.98
92. O -0.56
93. O -0.59
94. H 0.97
95. H 0.13
96. H 0.65
97. H 0.40
98. H 0.39
99. C -0.59